Record 1
DFT (ωB97M-V/def2-TZVPD) results for a 2-piece molecular cluster, C4H3I overall.

```
! RIJCOSX wB97M-V def2-TZVPD def2/J DEFGRID3
* xyz 0 1
C 0.65255 -0.34425 -0.05546
C -0.54180 0.07502 -0.05570
C 1.87870 -0.78689 -0.00903
C -1.67892 0.67990 -0.04057
I -3.63275 0.03777 -0.06880
H 2.71222 -0.10808 0.06638
H 2.10184 -1.83888 -0.04013
H -1.49185 2.28541 0.20332
*
```

For the energy relative to the best compared isomer or geometry (same formula, charge and spin), the calculation gives 2.444 eV. For the orbital gap, the calculation gives 8.9 eV.

=====

Record 2
DFT (ωB97M-V/def2-TZVPD) results for C8H9NO3 as an isolated structure.

```
! RIJCOSX wB97M-V def2-TZVPD def2/J DEFGRID3
* xyz 0 1
C -1.81516 -1.48337 -0.20767
C -1.02278 -1.13085 -1.32447
C -1.23673 -1.41583 1.01732
C 0.24310 -0.64217 -1.14406
C 0.06472 1.57223 0.50175
C 0.16586 -1.03431 1.32957
C 0.75715 -0.23617 0.23145
C 0.01084 2.28277 -0.81539
N 2.15636 0.03037 0.34001
O -0.22192 1.71856 1.63777
O 2.80392 0.45272 -0.56232
O 2.56263 -0.37940 1.44284
H -2.90505 -1.67708 -0.49362
H -1.42958 -1.41092 -2.21937
H -1.82342 -1.66322 1.85756
H 0.86692 -0.43240 -2.03106
H 0.13800 -0.37250 2.27903
H 0.89508 -1.82077 1.49685
H 0.98721 2.16275 -1.33964
H -0.23391 3.41169 -0.60875
H -0.96323 2.06789 -1.38777
*
```

For the energy relative to the best compared isomer or geometry (same formula, charge and spin), the calculation gives 5.992 eV. For the orbital gap, the calculation gives 8.4 eV.

=====

Record 3
DFT (ωB97M-V/def2-TZVPD) results for a 10-piece molecular cluster, C36H84BFO10S9 overall.

```
! RIJCOSX wB97M-V def2-TZVPD def2/J DEFGRID3
* xyz 0 1
C -2.70521 1.34598 -7.00770
C -1.77323 0.06218 -6.51966
O -1.21294 0.30491 -5.17915
C -1.46757 -0.94020 -4.42579
C -0.52413 -0.99751 -3.07723
C -1.34722 -0.51460 -1.72224
C -1.27245 1.13513 -1.55964
C 0.27772 1.58171 -1.25758
B 0.25253 3.22595 -0.93858
C 0.55987 4.22114 -2.20790
C 0.27305 5.81198 -1.93930
C 1.51035 6.62979 -1.23045
F 0.89221 7.38433 -0.07711
C -0.08038 3.66196 0.60825
C 1.19901 4.18459 1.48596
C 2.46695 3.15051 1.56763
C 2.68513 2.30725 2.99559
C 3.98809 1.28703 3.13900
C 5.10952 1.06840 1.92241
C 4.88231 1.87051 0.51064
C 3.58952 2.87522 0.40387
H -2.61224 2.27949 -6.27130
H -2.28444 1.65822 -8.07084
H -3.83965 1.06241 -7.15734
H -2.48730 -0.88459 -6.56059
H -0.88569 -0.16370 -7.27793
H -2.59809 -0.90868 -4.09683
H -1.21457 -1.88954 -5.10221
H -0.08398 -2.08820 -2.88783
H 0.41552 -0.31249 -3.30401
H -0.88276 -1.05214 -0.78474
H -2.46600 -0.90670 -1.80046
H -2.05315 1.52720 -0.75250
H -1.64256 1.57723 -2.59559
H 1.01899 1.43875 -2.15447
H 0.69125 1.00370 -0.30170
H 1.65099 4.01535 -2.63450
H -0.17399 3.89465 -3.09086
H 0.13091 6.30793 -3.01600
H -0.76077 5.92559 -1.40038
H 2.28737 5.81628 -0.86040
H 2.05419 7.40093 -1.92211
H -0.91526 4.48213 0.57448
H -0.56590 2.72014 1.15470
H 0.80278 4.30845 2.60556
H 1.61621 5.23913 1.18388
H 1.97823 2.39766 3.92405
H 4.19698 0.67051 4.13876
H 6.03963 0.36817 2.05351
H 5.65138 1.75199 -0.37662
H 3.45774 3.45988 -0.62249
C -2.87553 -2.43319 3.23529
S -1.62891 -1.30010 2.57576
O -1.60508 -1.47343 1.08582
C -0.20170 -2.18478 3.24919
H -3.86100 -2.09616 2.90511
H -2.69549 -3.44464 2.86306
H -2.83732 -2.42261 4.32697
H -0.18859 -3.21152 2.87613
H -0.25259 -2.18217 4.34032
H 0.70791 -1.67128 2.92886
C 3.93117 -3.60632 3.03754
S 3.06591 -4.15546 4.52840
O 1.65046 -3.66745 4.43396
C 3.94507 -3.05745 5.66619
H 3.51540 -4.13824 2.17849
H 3.79230 -2.53132 2.89939
H 4.99480 -3.83910 3.12615
H 3.80532 -2.01692 5.36400
H 5.00808 -3.30878 5.66730
H 3.53905 -3.20075 6.67033
C -1.17367 7.36337 3.32632
S -2.11299 6.36980 4.51097
O -1.63081 4.95399 4.39463
C -3.69120 6.48077 3.63344
H -0.13193 7.40164 3.65357
H -1.22478 6.90893 2.33391
H -1.58026 8.37684 3.29649
H -3.58515 6.08148 2.62208
H -4.01387 7.52359 3.59369
H -4.43376 5.89351 4.17879
C 6.26567 -5.93413 0.51579
S 6.56043 -4.35434 -0.31504
O 5.92194 -3.28135 0.51656
C 5.46614 -4.67794 -1.71894
H 6.82727 -5.94412 1.45295
H 5.20066 -6.05029 0.73086
H 6.61136 -6.75158 -0.12108
H 4.45124 -4.87245 -1.36442
H 5.83872 -5.53704 -2.28135
H 5.46145 -3.79740 -2.36571
C 11.34959 -5.55387 1.25107
S 10.12443 -6.88142 1.34838
O 8.91148 -6.43238 0.58833
C 9.76943 -6.67522 3.11036
H 11.69064 -5.47076 0.21640
H 10.90038 -4.60728 1.56120
H 12.19992 -5.79410 1.89338
H 9.41891 -5.65883 3.30435
H 10.67236 -6.87835 3.69055
H 8.99056 -7.38725 3.39330
C -5.18913 5.08852 0.10552
S -4.62306 6.56249 -0.77758
O -4.23061 7.58160 0.25099
C -6.25014 7.03134 -1.41465
H -4.33498 4.64231 0.62039
H -5.95135 5.36207 0.83914
H -5.59644 4.36911 -0.60854
H -6.94597 7.18360 -0.58629
H -6.62182 6.24729 -2.07819
H -6.14765 7.96217 -1.97746
C -7.28010 3.26378 -4.71020
S -6.60573 2.92531 -3.06594
O -6.33029 4.24642 -2.41070
C -5.02441 2.26654 -3.64781
H -8.26514 3.72206 -4.59431
H -6.62286 3.95007 -5.24968
H -7.38038 2.32722 -5.26348
H -4.50810 3.01496 -4.25347
H -5.19999 1.36314 -4.23621
H -4.41092 2.01785 -2.77863
C -0.31757 -9.26052 3.18970
S 0.59118 -7.88143 2.45131
O 1.80232 -8.45079 1.77343
C 1.13424 -7.15896 4.01855
H -0.72065 -9.88124 2.38596
H 0.35304 -9.86103 3.80911
H -1.14082 -8.87317 3.79431
H 1.71412 -7.89054 4.58608
H 0.26259 -6.84148 4.59526
H 1.76001 -6.28995 3.80195
C -6.66770 -1.79761 -4.37885
S -8.03539 -1.15949 -3.38128
O -7.64954 0.21206 -2.91167
C -7.79729 -2.29635 -1.99420
H -6.59876 -1.20470 -5.29399
H -5.73023 -1.71620 -3.82341
H -6.86091 -2.84101 -4.63830
H -6.78950 -2.18379 -1.58771
H -7.95314 -3.32298 -2.33317
H -8.52934 -2.05682 -1.21934
*
```

For the orbital gap, the calculation gives 8.2 eV.

=====

Number 1: HOMO -8.88 eV, largest force on an atom 4.94 eV/A. Number 2: HOMO -8.26 eV, largest force on an atom 4.70 eV/A. Number 3: HOMO -7.95 eV, largest force on an atom 4.80 eV/A.